Entry 1:
An isolated molecule of C20H23ClN2O6S in a non-equilibrium geometry. Source: the OMol25 dataset; level of theory: wB97M-V/def2-TZVPD.

```
! wB97M-V def2-TZVPD RIJCOSX def2/J DEFGRID3
* xyz 0 1
C -3.88197 -2.60413 -1.75454
C -4.44408 -1.20354 -1.57725
H -5.40779 -1.23274 -1.05753
H -4.54831 -0.69338 -2.53757
O -3.54740 -0.38036 -0.81954
C -3.66526 -0.40630 0.50454
O -4.53810 -0.96052 1.11329
C -2.60046 0.49447 1.14925
N -1.34643 0.41793 0.39498
S -0.93311 -1.11152 -0.14035
O -0.89124 -1.20002 -1.56862
O -1.68310 -2.08841 0.59082
C 0.77868 -1.23411 0.42423
C 1.77023 -1.44054 -0.50691
C 3.10146 -1.49572 -0.10715
C 3.43166 -1.37555 1.24600
C 2.40919 -1.21627 2.17855
C 1.09182 -1.13771 1.76955
H 0.30007 -1.00292 2.48742
H 2.66524 -1.14827 3.22378
Cl 5.04779 -1.46103 1.80732
N 4.09157 -1.65557 -1.14984
O 3.73135 -2.19639 -2.16860
O 5.20232 -1.21901 -0.95209
H 1.51440 -1.53979 -1.55097
C -0.95795 1.42507 -0.58167
C 0.54243 1.53384 -0.62477
C 1.24994 1.35420 -1.80487
C 2.62648 1.49144 -1.82664
C 3.33449 1.80745 -0.67207
C 2.62218 1.96806 0.51090
C 1.24680 1.83925 0.53353
H 0.70612 1.98006 1.45802
H 3.15136 2.21135 1.42110
C 4.82203 1.96394 -0.70589
H 5.30678 0.98852 -0.76396
H 5.18065 2.46771 0.18795
H 5.12773 2.53373 -1.58071
H 3.16218 1.35651 -2.75520
H 0.71802 1.10600 -2.71072
H -1.36758 2.38957 -0.28385
H -1.34725 1.15914 -1.57045
C -3.21265 1.89925 1.18392
H -3.48898 2.23750 0.18825
H -2.52254 2.60765 1.63709
H -4.11467 1.85991 1.79048
C -2.34131 0.02121 2.58149
H -1.99895 -1.00889 2.56758
H -1.59977 0.66044 3.05464
H -3.26824 0.06035 3.14672
H -3.77065 -3.08119 -0.78419
H -2.90188 -2.54869 -2.22094
H -4.55331 -3.19196 -2.37447
*
```

Structure (SMILES): CCOC(=O)C(C)(C)N(Cc1ccc(C)cc1)S(=O)(=O)c1ccc(Cl)c([N+](=O)[O-])c1
HOMO energy in eV: -9.04
Orbital gap in eV: 8.304

---

Entry 2:
A structure of composition C20H23ClN4O10P2RuS. Source: the OMol25 dataset; level of theory: wB97M-V/def2-TZVPD.

```
! wB97M-V def2-TZVPD RIJCOSX def2/J DEFGRID3
* xyz -1 6
Ru -0.42016 -0.20202 -1.12689
N -1.35780 4.13494 1.16575
C -1.72379 3.77302 -0.26146
C -2.41829 4.94685 -0.94137
P -0.06830 3.34107 -1.04610
O 0.23644 4.65922 -1.96934
O 0.87605 3.39147 0.11266
O -0.20278 2.19505 -1.99116
P -2.90972 2.30383 -0.02427
O -4.29636 2.85766 -0.67501
O -3.05495 2.31974 1.47152
O -2.53755 1.10368 -0.82222
H -0.34450 3.88675 1.24502
H -1.98131 3.48371 1.72860
H -1.51560 5.11395 1.37565
H -1.76870 5.82442 -0.94865
H -3.36368 5.18070 -0.44948
H -2.64054 4.69242 -1.97650
H 0.12793 4.40394 -2.89374
H -4.46103 2.31929 -1.46040
C 0.24586 -1.04681 3.90672
N 1.34303 -0.92821 2.96389
C 2.64862 -1.31709 3.16749
C 3.32993 -1.06223 2.04554
N 2.43495 -0.51446 1.11804
C 1.19750 -0.38447 1.72259
S -0.25742 0.26684 1.21524
C 2.78406 -0.29556 -0.24164
C 3.99517 -0.80082 -0.71473
C 4.36316 -0.53758 -2.01755
C 3.51694 0.21018 -2.81959
C 2.31219 0.60909 -2.28190
N 1.93989 0.35384 -1.02250
H 0.65130 -1.34076 4.87249
H -0.47543 -1.78640 3.55532
H -0.27079 -0.09147 3.98735
H 2.98174 -1.75505 4.09247
H 4.37008 -1.20903 1.83353
H 4.61595 -1.42424 -0.08984
H 5.29358 -0.92863 -2.40871
H 3.76590 0.44333 -3.84528
H 1.58480 1.15329 -2.87153
O 0.53748 -1.34852 -5.28855
C 0.11763 -1.20813 -4.17495
O -0.56100 -0.44499 -3.49810
C 0.71821 -2.65134 -3.04746
O 0.57549 -3.70152 -3.60683
O 1.09295 -2.15898 -1.99726
Cl -3.47489 -1.25548 1.60255
C -2.29836 -2.52807 1.51373
C -2.04407 -3.24594 2.67336
C -1.10135 -4.26334 2.68728
C -0.41881 -4.54669 1.50695
C -0.68053 -3.82657 0.35765
C -1.63099 -2.78036 0.30059
C -1.79412 -2.03253 -0.93331
H -2.60344 -2.99759 3.56809
H -0.91436 -4.82638 3.59380
H 0.31927 -5.34125 1.48566
H -0.13158 -4.04834 -0.55164
H -2.74036 -1.51360 -1.07190
H -1.51350 -2.62381 -1.79964
*
```

HOMO energy (spin up / spin down) in eV: -2.86 / -4.40
Orbital gap (spin up / spin down) in eV: 5.308 / 6.429

---

The evaluated relative energy (zero: lowest compared OMol25 entry of this formula, charge and spin) for the records listed, in turn: 200.5; 118.3 kJ/mol.